57
Properties=species:S:1:pos:R:3:lowdin_charge:R:1 method="wB97M-V/def2-TZVPD" fmax_ev_per_a=2.61 homo_energy_ev=-6.834 gap_ev=6.2 lumo_ha=-0.0231 e_tot_ha=-3191.683774 de_lowest_kj_mol=0.0
S 2.525 1.361 0.986 0.6396
S -0.508 0.844 -3.571 1.0325
S 0.407 2.462 3.014 0.7000
S -0.336 0.888 0.427 1.0939
F -1.702 -0.632 2.091 0.1011
F -1.374 -1.463 0.085 0.0542
F 0.228 -1.479 1.583 0.1010
O -1.032 2.498 2.979 -0.3004
O 3.454 1.647 2.045 -0.2896
O 1.147 3.688 2.901 -0.2603
O 2.518 2.167 -0.214 -0.2886
N 0.935 1.365 1.633 -0.5353
N -6.991 -1.496 -6.351 0.1215
C 0.391 -0.580 -4.339 -0.2243
C -4.348 0.273 -4.960 -0.0430
C -6.148 -1.244 -5.575 -0.2028
C 1.603 0.676 7.078 -0.0679
C 2.339 -2.056 -1.144 -0.0483
C -3.784 -1.204 -2.636 -0.0304
C -0.796 -0.735 1.100 -0.7906
C 3.215 -1.301 1.415 -0.0472
C 2.785 -3.029 -0.246 -0.0558
C -1.620 0.137 -2.481 -0.3986
C 3.248 -2.638 1.011 -0.0634
C 0.790 1.603 -2.639 -0.2971
C -0.103 1.533 5.572 -0.0466
C -4.826 -1.590 -3.476 -0.0412
C 0.278 1.050 6.833 -0.0623
C 2.174 1.275 4.802 -0.0585
C 2.472 -0.715 -0.800 -0.0762
C -2.911 -0.125 -3.019 -0.3098
C -5.093 -0.881 -4.665 -0.2624
C 0.857 1.650 4.563 -0.2601
C 2.750 -0.347 0.509 -0.2921
C -3.306 0.661 -4.137 -0.1009
C 2.547 0.761 6.048 -0.0584
H 1.906 -2.328 -2.107 0.1056
H -1.133 1.808 5.373 0.1139
H -3.576 -1.758 -1.719 0.1024
H 3.580 0.442 6.204 0.1119
H 0.995 2.551 -3.147 0.0696
H 3.627 -3.387 1.704 0.1117
H 0.034 -1.533 -3.927 0.0610
H 1.467 -0.458 -4.153 0.0387
H 1.914 0.309 8.060 0.1103
H 2.392 0.069 -1.540 0.0692
H -0.461 0.969 7.632 0.1109
H 0.166 -0.529 -5.417 0.0491
H 2.765 -4.083 -0.528 0.1137
H -2.750 1.560 -4.409 0.0818
H 3.525 -0.990 2.410 0.1193
H -1.238 -0.197 -1.525 -0.0141
H 0.476 1.799 -1.612 -0.0199
H -5.455 -2.453 -3.231 0.1175
H 1.666 0.956 -2.650 0.0160
H 2.901 1.356 4.005 0.0799
H -4.584 0.869 -5.845 0.1199

***

59
Properties=species:S:1:pos:R:3:lowdin_charge:R:1 method="wB97M-V/def2-TZVPD" fmax_ev_per_a=0.61 homo_energy_ev="-3.565 / -3.645" s2=8.7545 gap_ev="5.6 / 5.7" lumo_ha="0.0743 / 0.0743" spin_multiplicity=6 e_tot_ha=-4626.463380 de_lowest_kj_mol=0.0 charge=-1
Mn 0.168 -0.154 -0.445 0.5864
S 3.995 1.554 -3.179 0.9179
S 5.044 -0.592 -1.507 0.9154
S 2.404 -1.382 -0.376 0.4908
S 1.169 1.260 -2.269 0.4872
S -0.931 -2.119 -6.101 0.6288
O -1.815 -3.251 -6.199 -0.3056
O -0.527 -1.383 -7.268 -0.3017
O -1.649 -0.234 -1.886 -0.1037
O -0.680 -2.105 -1.254 -0.1067
O 6.550 0.894 -3.087 -0.1040
N -0.656 1.483 2.837 0.1218
N -1.594 -1.021 -5.088 -0.1184
N 1.106 1.359 1.268 0.0880
N -1.469 -0.116 1.285 0.0976
C 1.505 -1.715 -4.979 -0.0358
C -2.295 -2.232 -3.038 -0.0863
C 2.745 -3.417 -3.799 -0.2513
C -2.717 -1.381 -4.225 -0.2236
C -2.495 -0.911 0.925 -0.1035
C 0.512 -2.647 -5.251 -0.2957
C 5.433 0.667 -2.681 -1.0556
C 1.746 -4.335 -4.097 -0.0337
C 1.379 2.605 3.296 -0.0291
C -1.463 -1.472 -2.013 -0.7015
C 2.352 1.727 0.928 -0.1337
C 2.619 -2.111 -4.270 -0.0203
C -1.668 0.707 2.311 -0.2820
C 3.912 -3.786 -2.928 -0.0606
C -3.735 -0.896 1.520 -0.0593
C 3.301 -0.325 -1.437 -1.2034
C 0.637 1.799 2.422 -0.2888
C -3.948 0.006 2.557 -0.0752
C 0.626 -3.961 -4.826 -0.0623
C 2.818 0.683 -2.196 -1.2081
C -2.912 0.809 2.960 -0.0246
C 2.655 2.965 2.933 -0.0741
C 3.158 2.520 1.718 -0.0448
H 4.825 -3.289 -3.261 0.0707
H 3.252 3.586 3.590 0.1052
H -0.926 1.963 3.676 0.1232
H -4.910 0.075 3.048 0.1063
H 3.719 -3.451 -1.906 0.0384
H 4.153 2.773 1.381 0.1089
H -3.201 -2.564 -2.520 0.1234
H 1.833 -5.354 -3.737 0.1089
H -4.508 -1.565 1.174 0.1030
H 4.078 -4.864 -2.919 0.0719
H 3.390 -1.390 -4.043 0.0956
H 0.946 2.930 4.234 0.1039
H -3.494 -1.888 -4.800 0.1060
H -1.756 -3.129 -3.341 0.1066
H -0.165 -4.663 -5.048 0.1064
H 1.396 -0.685 -5.296 0.1185
H -1.585 -0.096 -5.489 0.1156
H 2.704 1.369 -0.027 0.0346
H -3.035 1.516 3.771 0.1065
H -3.110 -0.440 -3.844 0.1172
H -2.268 -1.608 0.135 0.0887

***

54
Properties=species:S:1:pos:R:3:lowdin_charge:R:1 method="wB97M-V/def2-TZVPD" fmax_ev_per_a=0.67 homo_energy_ev="-3.840 / -3.569" s2=1.1288 gap_ev="6.7 / 6.4" lumo_ha="0.1045 / 0.1043" spin_multiplicity=2 e_tot_ha=-2917.330710 de_lowest_kj_mol=50.4 charge=-1
Mn -0.103 0.139 -0.158 0.4450
S 1.837 -0.824 0.893 0.6934
O -1.457 -0.835 1.248 -0.1236
O 0.881 1.909 -0.788 -0.1205
N -1.690 1.284 -0.570 0.0439
N -0.037 1.245 1.523 -0.1344
N 0.915 -0.367 -2.320 0.0008
N -0.918 -1.921 -1.130 -0.0015
N 2.677 0.028 3.259 0.0483
N 0.852 1.139 2.521 0.0203
C -0.851 -4.405 1.543 -0.0800
C 2.798 3.269 -0.797 -0.0224
C 2.076 2.097 -1.181 -0.3763
C -1.405 -2.218 3.159 -0.0219
C -0.998 -3.142 0.957 -0.1699
C -0.921 -3.020 -0.476 -0.1141
C -0.955 -4.588 2.903 -0.1371
C 1.745 0.187 2.269 -0.8342
C -2.439 1.389 -1.658 -0.0884
C -1.010 2.072 1.596 -0.0818
C -2.948 3.070 0.407 -0.0237
C -1.236 -3.467 3.703 -0.1181
C 4.758 2.580 -2.046 -0.1378
C 2.108 0.023 -2.567 -0.1371
C 0.525 -1.581 -3.032 -0.2230
C 2.764 1.194 -2.046 -0.1652
C -1.916 2.137 0.453 -0.2230
C 4.087 3.490 -1.212 -0.1209
C -1.283 -1.991 1.755 -0.3950
C -0.848 -2.025 -2.569 -0.2381
C -3.741 3.150 -0.724 -0.0810
C 4.080 1.452 -2.450 -0.0791
C -3.474 2.302 -1.787 -0.0687
H -0.643 -5.253 0.895 0.0981
H 4.565 0.734 -3.105 0.0984
H 2.777 0.810 3.885 0.0790
H -1.169 2.711 2.461 0.1199
H -0.826 -5.567 3.347 0.0781
H 2.289 3.968 -0.145 0.1032
H 1.247 -2.383 -2.837 0.1160
H 2.727 -0.567 -3.261 0.1212
H -1.611 -1.356 3.782 0.1043
H -1.611 -1.371 -3.003 0.0929
H 0.511 -1.400 -4.114 0.1112
H -4.547 3.871 -0.781 0.0990
H 4.602 4.387 -0.884 0.0890
H -0.885 -3.972 -1.029 0.1181
H -1.052 -3.047 -2.924 0.1031
H 5.776 2.764 -2.364 0.0786
H -4.051 2.336 -2.701 0.0948
H -3.107 3.726 1.252 0.1068
H 3.514 -0.459 2.993 0.0626
H -2.191 0.705 -2.459 0.1019
H -1.318 -3.590 4.778 0.0890